No. 1
This record from the OMol25 dataset describes a molecular structure, C16H18AsBrNOPdS. The level of theory is the ωB97M-V functional and the def2-TZVPD basis.

Last column: Löwdin charge in e.
Element x y z (Å)
Pd (0.330, -0.548, 1.063)  0.80
C (-3.522, -1.716, 1.885)  -0.20
As (-1.932, -2.750, 1.554)  0.75
C (-2.699, -4.148, 0.403)  -0.29
C (-1.396, -3.849, 3.041)  -0.20
S (-0.530, -2.163, -0.168)  0.39
H (-4.388, -2.375, 1.894)  0.04
H (-3.625, -0.989, 1.080)  0.04
H (-3.418, -1.192, 2.831)  0.04
H (-3.476, -4.672, 0.960)  0.04
H (-1.927, -4.861, 0.112)  0.03
H (-3.134, -3.700, -0.489)  0.03
H (-2.136, -4.634, 3.188)  0.05
H (-1.288, -3.235, 3.929)  0.04
H (-0.436, -4.299, 2.794)  0.05
Br (-3.850, 4.259, -0.559)  0.79
C (-2.697, 2.834, -0.124)  -0.69
C (-2.061, 2.138, -1.143)  -0.11
C (-1.208, 1.088, -0.833)  -0.12
C (-1.023, 0.779, 0.500)  -0.27
C (-1.665, 1.433, 1.533)  -0.09
C (-2.505, 2.494, 1.205)  -0.11
H (-2.231, 2.409, -2.176)  0.11
H (-0.716, 0.534, -1.619)  0.09
H (-1.531, 1.139, 2.563)  0.11
H (-3.013, 3.040, 1.987)  0.11
N (1.811, 0.316, -0.112)  0.10
C (2.628, 0.805, -0.750)  -0.06
C (3.640, 1.419, -1.548)  -0.22
C (4.979, 1.103, -1.315)  -0.01
C (5.951, 1.704, -2.093)  -0.05
C (5.588, 2.605, -3.085)  -0.04
C (4.252, 2.915, -3.311)  -0.05
C (3.267, 2.324, -2.543)  -0.02
H (5.245, 0.399, -0.538)  0.13
H (6.993, 1.470, -1.925)  0.12
H (6.354, 3.071, -3.690)  0.12
H (3.981, 3.618, -4.086)  0.12
H (2.223, 2.557, -2.703)  0.12
O (-0.834, -1.325, 2.289)  -0.69

Atoms 1-2, force components in eV/Å:
Pd -0.043 -0.012 0.042
C -0.004 0.006 -0.008

Energy relative to the best compared isomer or geometry (same formula, charge and spin), eV: 0.000
Spin multiplicity: 1
Charge: +1
LUMO, eV: -4.76
Largest force on an atom, hartree/bohr: 0.0016
Orbital gap, eV: 7.1
Highest occupied orbital energy, eV: -11.9

---

No. 2
This record from the OMol25 dataset describes 3 unconnected molecules or ions with the total composition C16H18BrNO5Si. The level of theory is the ωB97M-V functional and the def2-TZVPD basis.

Last column: Löwdin charge in e.
Element x y z (Å)
C (0.799, -2.643, 4.090)  -0.10
N (0.399, -1.409, 4.846)  -0.16
C (1.626, -0.521, 4.789)  -0.08
C (-0.743, -0.735, 4.254)  -0.48
O (-0.914, 0.478, 4.559)  -0.03
C (-1.830, -1.383, 3.303)  -0.29
Si (-3.571, -1.594, 4.091)  0.31
Br (-3.610, -0.704, 6.221)  0.24
H (0.843, -2.344, 2.980)  0.07
H (-0.080, -3.376, 4.193)  0.10
H (1.775, -3.094, 4.456)  0.10
H (1.844, -0.388, 3.666)  0.10
H (2.506, -1.128, 5.194)  0.09
H (1.483, 0.459, 5.332)  0.09
H (-1.548, -2.384, 2.853)  0.06
H (-1.962, -0.652, 2.428)  0.08
H (-3.916, -3.035, 4.111)  -0.07
H (-4.537, -0.853, 3.247)  -0.06
O (2.452, 1.632, -2.124)  0.11
C (1.898, 0.808, -1.423)  -0.38
C (2.480, -0.535, -1.210)  0.03
C (1.870, -1.439, -0.443)  0.03
C (0.588, -1.136, 0.228)  -0.37
O (0.033, -1.963, 0.931)  0.07
C (0.006, 0.206, 0.015)  0.03
C (0.616, 1.110, -0.752)  0.03
H (3.420, -0.740, -1.708)  0.12
H (2.281, -2.427, -0.276)  0.12
H (-0.933, 0.411, 0.513)  0.12
H (0.205, 2.098, -0.919)  0.12
O (-0.618, 3.515, -3.301)  0.10
C (-0.467, 2.945, -4.365)  -0.39
C (0.856, 2.886, -5.024)  0.02
C (1.020, 2.262, -6.191)  0.02
C (-0.113, 1.602, -6.875)  -0.39
O (0.038, 1.032, -7.938)  0.11
C (-1.436, 1.662, -6.217)  0.02
C (-1.600, 2.285, -5.050)  0.02
H (1.675, 3.373, -4.509)  0.12
H (1.980, 2.209, -6.687)  0.12
H (-2.254, 1.174, -6.732)  0.12
H (-2.560, 2.338, -4.553)  0.12

Atoms 1-2, force components in eV/Å:
C -1.548 -0.322 -0.730
N 0.257 0.205 -1.946

Spin multiplicity: 1
LUMO, eV: -1.93
Largest force on an atom, hartree/bohr: 0.0700
Orbital gap, eV: 7.4
SMILES string: CN(C)C(=O)C[SiH2]Br.O=C1C=CC(=O)C=C1.O=C1C=CC(=O)C=C1
Highest occupied orbital energy, eV: -9.4

---

No. 3
This record from the OMol25 dataset describes 2 unconnected molecules or ions with the total composition C16H18F2N2O5P. The level of theory is the ωB97M-V functional and the def2-TZVPD basis.

Last column: Löwdin charge in e.
Element x y z (Å)
C (2.301, -2.959, 2.109)  -0.11
C (1.872, -3.263, 0.599)  -0.13
C (0.428, -2.671, 0.422)  -0.44
O (0.050, -1.846, 1.220)  0.12
O (-0.452, -2.992, -0.620)  -0.05
C (0.056, -2.617, -1.921)  -0.18
C (-0.675, -1.337, -2.528)  -0.09
C (-0.358, -0.148, -1.527)  -0.08
C (-1.408, 0.496, -0.632)  -0.12
C (-2.864, -0.037, -0.756)  -0.11
C (-3.789, 0.312, 0.475)  -0.15
O (-4.772, 1.344, 0.124)  -0.03
C (-6.053, 0.928, 0.395)  -0.34
O (-7.011, 1.421, -0.158)  0.04
C (-0.983, 1.549, 0.265)  0.06
C (0.468, 1.982, 0.325)  -0.15
N (0.793, 2.974, 1.239)  0.14
C (2.103, 3.339, 1.206)  -0.10
C (3.076, 2.707, 0.276)  -0.36
P (4.841, 3.368, 0.331)  0.71
O (4.837, 4.774, -0.255)  -0.51
N (2.845, 1.700, -0.617)  0.10
C (1.498, 1.375, -0.551)  -0.13
C (1.017, 0.284, -1.483)  -0.12
F (1.969, -0.315, -2.327)  -0.01
H (3.253, -3.481, 2.389)  0.07
H (2.385, -1.857, 2.289)  0.08
H (1.494, -3.333, 2.802)  0.08
H (2.593, -2.656, -0.030)  0.12
H (1.961, -4.359, 0.389)  0.11
H (-0.175, -3.486, -2.613)  0.13
H (1.169, -2.499, -1.878)  0.11
H (-0.193, -1.121, -3.519)  0.12
H (-1.772, -1.520, -2.642)  0.10
H (-3.365, 0.422, -1.665)  0.14
H (-2.852, -1.143, -0.936)  0.10
H (-4.396, -0.623, 0.688)  0.11
H (-3.236, 0.561, 1.421)  0.12
H (-6.284, 0.143, 1.180)  0.15
H (-1.748, 2.045, 0.982)  0.06
H (2.440, 4.141, 1.902)  0.11
H (5.344, 3.355, 1.671)  0.00
H (5.630, 2.571, -0.559)  0.01
F (-2.040, 2.473, 2.517)  -0.70

Atoms 1-2, force components in eV/Å:
C -0.641 -0.411 -0.025
C 0.333 0.640 0.763

Spin multiplicity: 1
Charge: -1
LUMO, eV: 1.98
Largest force on an atom, hartree/bohr: 0.0798
Orbital gap, eV: 6.6
Highest occupied orbital energy, eV: -4.7

---

No. 4
This record from the OMol25 dataset describes a molecular structure, C16H18F5MnNO2Te. The level of theory is the ωB97M-V functional and the def2-TZVPD basis.

Last column: Löwdin spin population.
Element x y z (Å)
Mn (-0.729, -0.791, -0.454)  4.14
N (-1.346, 1.097, 0.151)  -0.01
C (-1.105, 2.264, -0.683)  0.01
C (-2.125, 3.192, -0.827)  0.00
C (-1.936, 4.309, -1.622)  0.00
C (-0.723, 4.487, -2.268)  0.00
C (0.287, 3.554, -2.119)  0.00
C (0.125, 2.419, -1.322)  0.00
C (1.211, 1.415, -1.223)  -0.01
C (2.547, 1.782, -1.423)  -0.02
C (3.559, 0.837, -1.439)  0.03
C (3.281, -0.509, -1.257)  -0.02
C (1.971, -0.903, -1.016)  -0.01
C (0.974, 0.061, -0.994)  -0.25
H (-2.341, 1.033, 0.364)  0.00
H (-0.867, 1.189, 1.047)  0.00
H (-3.066, 3.043, -0.310)  0.00
H (-2.733, 5.030, -1.738)  0.00
H (-0.568, 5.348, -2.903)  0.00
H (1.212, 3.690, -2.662)  0.00
H (2.800, 2.825, -1.558)  0.00
H (4.580, 1.157, -1.600)  0.00
H (4.072, -1.246, -1.294)  0.00
H (1.749, -1.956, -0.857)  0.00
F (-1.168, -1.776, -2.352)  0.03
Te (-2.189, -3.117, -1.384)  0.01
F (-0.493, -3.219, -0.468)  0.02
F (-1.481, -4.330, -2.556)  0.00
F (-2.906, -4.487, -0.397)  0.00
F (-3.646, -2.954, -2.488)  0.00
O (-2.561, -1.728, -0.263)  0.04
C (1.249, -1.789, 3.354)  0.00
C (-0.183, -2.142, 3.749)  0.00
C (-0.906, -2.121, 2.415)  0.00
O (-0.179, -1.133, 1.602)  0.04
C (1.027, -0.714, 2.313)  0.00
H (1.753, -2.649, 2.910)  0.00
H (1.850, -1.431, 4.187)  0.00
H (-0.591, -1.389, 4.425)  0.00
H (-0.268, -3.113, 4.232)  0.00
H (-1.945, -1.804, 2.467)  0.00
H (-0.843, -3.077, 1.900)  0.00
H (0.826, 0.255, 2.778)  0.00
H (1.825, -0.609, 1.583)  0.00

Atoms 1-2, force components in eV/Å:
Mn 0.098 0.219 0.383
N -0.037 0.080 -0.010

Spin multiplicity: 5
Charge: +1
LUMO (spin up / spin down), eV: -4.86 / -4.28
<S²>: 6.262
Largest force on an atom, hartree/bohr: 0.0088
Orbital gap (spin up / spin down), eV: 7.1 / 7.7
Highest occupied orbital energy (spin up / spin down), eV: -11.9 / -12.0

---

No. 5
This record from the OMol25 dataset describes 3 unconnected molecules or ions with the total composition C16H18INO3. The level of theory is the ωB97M-V functional and the def2-TZVPD basis.

Last column: Löwdin charge in e.
Element x y z (Å)
N (4.399, -0.439, 2.002)  0.00
C (2.992, -0.359, 1.590)  -0.23
C (1.980, -0.225, 2.740)  -0.28
O (1.337, -1.510, 2.961)  0.07
C (0.084, -1.481, 2.457)  -0.55
O (-0.727, -2.345, 2.561)  0.17
O (-0.118, -0.291, 1.801)  -0.02
C (0.719, 0.624, 2.527)  -0.71
I (0.897, 2.429, 1.461)  1.02
H (4.625, 0.373, 2.572)  0.07
H (4.506, -1.235, 2.626)  0.07
H (2.756, -1.292, 1.067)  0.13
H (2.887, 0.468, 0.886)  0.06
H (2.473, 0.075, 3.669)  0.15
H (0.246, 0.797, 3.499)  0.11
C (-1.651, -4.013, -1.225)  -0.09
C (-1.401, -4.424, 0.078)  -0.08
C (-1.321, -5.780, 0.368)  -0.09
C (-1.492, -6.720, -0.639)  -0.10
C (-1.745, -6.306, -1.940)  -0.10
C (-1.824, -4.951, -2.233)  -0.10
H (-1.711, -2.956, -1.454)  0.10
H (-1.271, -3.693, 0.863)  0.07
H (-1.125, -6.102, 1.382)  0.10
H (-1.428, -7.776, -0.411)  0.10
H (-1.881, -7.039, -2.725)  0.10
H (-2.021, -4.628, -3.247)  0.10
C (0.522, 5.631, -2.140)  -0.09
C (-0.307, 6.027, -3.180)  -0.10
C (-1.676, 6.131, -2.976)  -0.09
C (-2.218, 5.837, -1.732)  -0.09
C (-1.390, 5.438, -0.692)  -0.10
C (-0.022, 5.337, -0.898)  -0.13
H (1.589, 5.552, -2.298)  0.10
H (0.114, 6.254, -4.151)  0.10
H (-2.322, 6.440, -3.787)  0.10
H (-3.285, 5.918, -1.574)  0.10
H (-1.812, 5.204, 0.277)  0.10
H (0.625, 5.029, -0.086)  0.04

Atoms 1-2, force components in eV/Å:
N -0.448 0.033 0.424
C 0.253 -0.154 0.054

Energy relative to the best compared isomer or geometry (same formula, charge and spin), eV: 0.000
Spin multiplicity: 1
LUMO, eV: 0.17
Largest force on an atom, hartree/bohr: 0.0132
Orbital gap, eV: 9.2
SMILES string: NC[C@@H]1OC(=O)O[C@@H]1I.c1ccccc1.c1ccccc1
Highest occupied orbital energy, eV: -9.1

---

No. 6
This record from the OMol25 dataset describes a molecular structure, C16H18IrNOS2Si. The level of theory is the ωB97M-V functional and the def2-TZVPD basis.

Last column: Löwdin spin population.
Element x y z (Å)
Ir (-0.036, 0.683, 0.547)  2.35
S (2.023, -0.411, 0.231)  0.40
C (2.607, -0.369, 1.896)  0.05
C (3.981, -0.431, 2.135)  0.02
C (4.490, -0.385, 3.423)  0.01
C (3.617, -0.273, 4.500)  0.01
C (2.251, -0.214, 4.273)  0.01
C (1.728, -0.266, 2.980)  0.05
S (-0.023, -0.205, 2.759)  0.34
H (4.650, -0.507, 1.285)  0.00
H (5.560, -0.426, 3.584)  0.00
H (3.999, -0.222, 5.512)  0.00
H (1.563, -0.120, 5.105)  0.00
O (-1.457, -0.333, -0.482)  0.32
N (-2.412, 0.501, -1.064)  0.30
C (-3.020, 1.462, -0.271)  0.18
C (-3.525, 2.596, -0.827)  0.04
C (-3.412, 2.844, -2.210)  0.27
C (-2.738, 1.869, -2.987)  0.05
C (-2.237, 0.742, -2.417)  0.15
H (-3.073, 1.223, 0.781)  0.02
H (-4.009, 3.311, -0.173)  0.00
H (-3.806, 3.745, -2.657)  0.02
H (-2.604, 2.005, -4.052)  0.00
H (-1.692, -0.025, -2.945)  0.01
C (-1.525, 6.386, 0.258)  0.00
Si (0.182, 5.692, -0.052)  0.03
C (1.389, 6.473, 1.138)  0.01
C (0.686, 6.102, -1.798)  0.01
C (0.170, 3.900, 0.199)  0.19
C (0.162, 2.686, 0.368)  0.16
H (-1.476, 7.453, 0.495)  0.00
H (-2.006, 5.871, 1.092)  0.00
H (-2.159, 6.259, -0.623)  0.00
H (1.416, 7.561, 1.029)  0.00
H (2.395, 6.082, 0.969)  0.00
H (1.112, 6.235, 2.167)  0.00
H (0.666, 7.184, -1.956)  0.00
H (0.002, 5.636, -2.510)  0.00
H (1.694, 5.741, -2.016)  0.00

Atoms 1-2, force components in eV/Å:
Ir 0.479 0.406 0.247
S -0.114 0.128 -0.031

Spin multiplicity: 6
Charge: -1
LUMO (spin up / spin down), eV: 2.96 / 1.65
<S²>: 8.796
Largest force on an atom, hartree/bohr: 0.0131
Orbital gap (spin up / spin down), eV: 5.5 / 6.4
Highest occupied orbital energy (spin up / spin down), eV: -2.6 / -4.7

---

No. 7
This record from the OMol25 dataset describes a molecular structure, C16H18LiN2S2. The level of theory is the ωB97M-V functional and the def2-TZVPD basis.

Last column: Löwdin charge in e.
Element x y z (Å)
Li (0.198, 0.146, 1.729)  0.36
C (0.621, -2.576, 0.759)  -0.09
N (-0.228, -1.422, 0.456)  -0.24
C (0.171, -0.772, -0.798)  -0.18
C (-0.371, 0.647, -0.848)  -0.18
N (0.298, 1.480, 0.158)  -0.24
C (-0.475, 2.688, 0.456)  -0.09
C (1.669, 1.794, -0.211)  -0.30
C (1.909, 2.554, -1.353)  -0.06
C (3.192, 2.888, -1.750)  -0.12
C (4.260, 2.447, -0.973)  -0.12
C (4.032, 1.696, 0.163)  -0.14
C (2.735, 1.336, 0.589)  -0.69
S (2.529, 0.384, 2.037)  0.44
C (-1.640, -1.773, 0.468)  -0.30
C (-2.115, -2.710, -0.446)  -0.06
C (-3.446, -3.088, -0.478)  -0.12
C (-4.320, -2.506, 0.437)  -0.12
C (-3.858, -1.578, 1.349)  -0.14
C (-2.507, -1.171, 1.402)  -0.69
S (-2.000, 0.008, 2.585)  0.44
H (0.613, -3.328, -0.043)  0.08
H (0.267, -3.045, 1.676)  0.10
H (1.644, -2.229, 0.916)  0.05
H (-0.180, -1.329, -1.678)  0.12
H (1.263, -0.742, -0.835)  0.12
H (-1.441, 0.632, -0.623)  0.12
H (-0.247, 1.049, -1.863)  0.12
H (-0.659, 3.302, -0.437)  0.08
H (0.074, 3.288, 1.181)  0.10
H (-1.430, 2.396, 0.896)  0.05
H (1.067, 2.895, -1.946)  0.10
H (3.355, 3.480, -2.642)  0.08
H (5.277, 2.695, -1.258)  0.09
H (4.862, 1.355, 0.769)  0.08
H (-1.422, -3.158, -1.151)  0.10
H (-3.794, -3.818, -1.198)  0.08
H (-5.369, -2.784, 0.438)  0.09
H (-4.536, -1.128, 2.064)  0.08

Atoms 1-2, force components in eV/Å:
Li 0.034 0.025 0.294
C 0.012 0.041 -0.005

Spin multiplicity: 1
Charge: -1
LUMO, eV: 2.99
Largest force on an atom, hartree/bohr: 0.0058
Orbital gap, eV: 6.9
Highest occupied orbital energy, eV: -3.9

---

No. 8
This record from the OMol25 dataset describes a single C16H18N2O3S3 molecule. The level of theory is the ωB97M-V functional and the def2-TZVPD basis.

Last column: Löwdin charge in e.
Element x y z (Å)
O (-0.668, -3.541, -1.469)  0.06
C (-0.990, -2.661, -0.695)  -0.53
C (-2.252, -1.849, -0.932)  -0.33
S (-1.787, -0.177, -1.537)  0.97
C (-2.620, 0.911, -0.400)  -0.54
C (-1.963, 2.076, -0.021)  -0.12
C (-2.578, 2.961, 0.843)  -0.08
C (-3.845, 2.690, 1.335)  -0.09
C (-4.504, 1.537, 0.941)  -0.08
C (-3.901, 0.651, 0.066)  -0.11
N (-0.267, -2.384, 0.418)  -0.06
C (-0.450, -1.277, 1.328)  -0.11
C (0.600, -0.203, 1.030)  -0.20
N (1.914, -0.791, 1.133)  -0.23
S (3.169, 0.304, 1.187)  0.61
O (4.382, -0.436, 1.335)  -0.27
O (2.820, 1.301, 2.151)  -0.28
C (3.165, 1.048, -0.423)  -0.60
C (3.888, 0.666, -1.511)  -0.14
C (3.566, 1.420, -2.660)  -0.17
C (2.599, 2.346, -2.417)  -0.38
S (2.069, 2.322, -0.781)  1.04
C (2.110, -1.919, 0.250)  -0.16
C (1.049, -2.979, 0.555)  -0.10
H (-2.856, -1.748, -0.035)  0.07
H (-2.822, -2.339, -1.721)  0.09
H (-0.977, 2.282, -0.408)  0.07
H (-2.062, 3.862, 1.138)  0.11
H (-4.321, 3.378, 2.017)  0.10
H (-5.498, 1.329, 1.306)  0.11
H (-4.437, -0.230, -0.258)  0.11
H (-1.446, -0.846, 1.252)  0.11
H (-0.304, -1.649, 2.347)  0.14
H (0.549, 0.611, 1.753)  0.12
H (0.421, 0.191, 0.019)  0.06
H (4.626, -0.113, -1.469)  0.12
H (4.031, 1.278, -3.618)  0.11
H (2.165, 3.044, -3.104)  0.07
H (3.114, -2.300, 0.434)  0.12
H (2.022, -1.616, -0.805)  0.14
H (1.122, -3.808, -0.150)  0.13
H (1.169, -3.343, 1.578)  0.13

Atoms 1-2, force components in eV/Å:
O 0.015 -0.122 -0.375
C -0.360 -0.028 0.129

Energy relative to the best compared isomer or geometry (same formula, charge and spin), eV: 0.000
Spin multiplicity: 1
LUMO, eV: 0.43
Largest force on an atom, hartree/bohr: 0.0213
Orbital gap, eV: 9.1
SMILES string: O=C(CSc1ccccc1)N1CCN(S(=O)(=O)c2cccs2)CC1
Highest occupied orbital energy, eV: -8.7